(1)
Computed, not measured: 2 unconnected molecules or ions with the total composition C28H52N4O10PS, with ωB97M-V/def2-TZVPD.

Each line ends with the Löwdin charge.
CARTESIAN COORDINATES (ANGSTROEM)
C1 5.89 -1.29 1.53  -0.162
C2 4.37 -1.74 1.11  -0.266
C3 3.18 -0.95 1.98  -0.190
C4 1.75 -1.60 1.39  -0.208
C5 1.48 -1.22 -0.15  -0.146
C6 0.11 -0.61 -0.72  -0.199
C7 0.21 1.02 -0.34  -0.134
C8 0.22 1.40 1.24  -0.185
C9 1.55 2.37 1.56  -0.186
C10 1.83 2.62 3.15  -0.224
N1 1.10 1.72 4.11  -0.028
C11 0.62 2.44 5.35  -0.309
C12 -0.82 1.96 6.00  -0.056
O1 1.27 3.43 5.98  -0.055
C13 0.33 -0.61 -2.38  -0.451
O2 1.68 -0.05 -2.76  -0.124
P1 -0.88 0.42 -3.40  0.856
N2 -2.16 -0.42 -4.03  -0.285
C14 0.38 -2.11 -3.05  -0.201
C15 0.50 -2.14 -4.70  -0.411
O3 0.10 -3.19 -5.47  -0.134
O4 1.16 -1.08 -5.53  -0.282
S1 -1.08 -3.05 -2.35  0.836
O5 -0.53 -4.36 -1.73  -0.371
O6 -2.08 -3.58 -3.46  -0.342
O7 -1.99 -2.03 -1.43  -0.243
C16 -1.34 -1.29 -0.34  -0.296
C17 -1.28 -2.52 0.80  -0.091
C18 -2.56 -3.54 0.76  -0.141
C19 -2.78 -4.19 2.28  -0.376
C20 -1.36 -4.70 2.96  -0.112
C21 -3.70 -3.25 3.26  -0.116
N3 -2.27 -0.20 0.05  0.038
C22 -3.00 -0.29 1.35  -0.232
C23 -2.52 0.14 2.85  -0.044
O8 -4.29 -0.73 1.28  -0.026
C24 -3.23 0.39 -0.88  -0.312
C25 -3.37 2.07 -0.81  -0.033
O9 -4.17 -0.12 -1.69  0.016
H1 6.35 -2.00 2.33  0.069
H2 6.65 -1.29 0.61  0.083
H3 5.85 -0.21 1.97  0.068
H4 4.31 -2.92 1.26  0.117
H5 4.25 -1.55 -0.06  0.110
H6 3.27 0.20 1.77  0.085
H7 3.37 -1.25 3.11  0.119
H8 0.92 -1.42 2.18  0.080
H9 1.96 -2.78 1.45  0.120
H10 2.30 -0.36 -0.32  0.123
H11 1.95 -2.13 -0.78  0.135
H12 1.23 1.50 -0.76  0.130
H13 -0.63 1.66 -0.82  0.074
H14 0.08 0.54 2.00  0.066
H15 -0.70 2.14 1.45  0.103
H16 1.24 3.43 1.11  0.121
H17 2.50 2.05 0.93  0.103
H18 1.54 3.74 3.40  0.132
H19 3.00 2.48 3.31  0.128
H20 1.71 0.89 4.41  0.138
H21 -1.12 0.86 5.73  0.070
H22 -0.82 2.02 7.19  0.093
H23 -1.73 2.65 5.66  0.098
H24 2.36 -0.78 -2.76  0.110
H25 -0.17 0.94 -4.58  0.036
H26 -1.48 1.56 -2.78  -0.014
H27 -2.10 -0.41 -5.08  -0.006
H28 1.35 -2.74 -2.74  0.156
H29 -1.10 -2.15 1.89  0.086
H30 -0.33 -3.22 0.57  0.122
H31 -3.56 -3.06 0.37  0.127
H32 -2.39 -4.50 0.07  0.127
H33 -3.41 -5.18 2.09  0.131
H34 -0.96 -3.78 3.60  0.075
H35 -0.54 -5.00 2.18  0.087
H36 -1.61 -5.54 3.74  0.077
H37 -3.01 -2.45 3.76  0.056
H38 -4.68 -2.83 2.78  0.085
H39 -4.06 -3.96 4.16  0.085
H40 -2.32 1.31 2.81  0.089
H41 -1.54 -0.38 3.23  0.070
H42 -3.40 -0.01 3.63  0.108
H43 -3.32 2.41 -1.95  0.094
H44 -4.47 2.25 -0.42  0.098
H45 -2.53 2.53 -0.14  0.064
C26 0.89 4.42 -3.98  -0.317
O10 0.08 3.59 -3.60  -0.022
N4 1.11 4.77 -5.30  -0.207
C27 2.09 5.77 -5.68  -0.072
C28 0.34 4.12 -6.34  -0.043
H46 1.53 4.98 -3.28  0.127
H47 1.58 6.58 -6.21  0.085
H48 2.83 5.31 -6.33  0.089
H49 2.60 6.18 -4.79  0.081
H50 -0.72 4.31 -6.17  0.094
H51 0.52 3.04 -6.29  0.095
H52 0.62 4.50 -7.32  0.086

Summary:
Net charge: -1
Gap between HOMO and LUMO: 6.07 eV
Highest occupied orbital energy: -4.4 eV
Largest force on an atom: 9.91 eV/Å
LUMO: 1.687 eV


(2)
Computed, not measured: a molecular structure, C33H30O4P2PdSSe2, with ωB97M-V/def2-TZVPD.

Each line ends with the Löwdin charge.
CARTESIAN COORDINATES (ANGSTROEM)
Pd1 -0.34 -0.98 -0.64  0.272
O1 -1.46 -1.10 -4.65  -0.280
S1 -0.68 -0.64 -3.55  0.447
O2 -0.29 -1.74 -2.59  -0.518
O3 -1.18 0.52 -2.82  -0.355
C1 0.92 -0.12 -4.11  -0.264
C2 1.26 -0.18 -5.45  -0.041
C3 2.51 0.26 -5.85  -0.062
C4 3.41 0.75 -4.92  -0.066
C5 3.06 0.78 -3.57  -0.083
C6 1.81 0.35 -3.14  -0.307
P1 1.42 0.43 -1.33  1.056
C7 1.09 2.19 -1.01  -0.351
C8 1.18 3.17 -1.99  -0.064
C9 0.89 4.49 -1.68  -0.073
C10 0.51 4.84 -0.39  -0.082
C11 0.42 3.86 0.59  -0.071
C12 0.70 2.54 0.28  -0.118
C13 3.08 0.12 -0.66  -0.377
C14 3.61 -1.16 -0.85  -0.108
C15 4.85 -1.49 -0.33  -0.079
C16 5.57 -0.55 0.40  -0.081
C17 5.05 0.72 0.58  -0.072
C18 3.81 1.06 0.06  -0.080
H1 0.53 -0.56 -6.15  0.116
H2 2.78 0.23 -6.90  0.108
H3 4.38 1.10 -5.23  0.106
H4 3.78 1.15 -2.85  0.111
H5 1.46 2.90 -3.00  0.104
H6 0.95 5.25 -2.45  0.105
H7 0.28 5.87 -0.15  0.103
H8 0.12 4.12 1.60  0.107
H9 0.61 1.77 1.04  0.045
H10 3.04 -1.90 -1.41  0.117
H11 5.25 -2.48 -0.48  0.106
H12 6.54 -0.81 0.81  0.102
H13 5.62 1.46 1.14  0.105
H14 3.41 2.05 0.22  0.106
Se1 -2.33 -2.45 -0.43  0.421
P2 -2.76 -1.10 1.21  0.206
Se2 -0.72 -0.61 1.78  0.420
C19 -3.70 0.34 0.65  -0.386
C20 -5.06 0.45 0.94  -0.081
C21 -5.78 1.52 0.44  -0.078
C22 -5.16 2.47 -0.36  -0.076
C23 -3.80 2.35 -0.65  -0.058
C24 -3.07 1.29 -0.14  -0.099
C25 -3.71 -1.82 2.56  -0.418
C26 -3.83 -1.12 3.76  -0.096
C27 -4.57 -1.65 4.80  -0.074
C28 -5.19 -2.89 4.65  -0.077
C29 -5.06 -3.59 3.46  -0.072
C30 -4.32 -3.06 2.41  -0.095
H15 -5.55 -0.30 1.55  0.104
H16 -6.84 1.61 0.66  0.104
H17 -5.72 3.30 -0.75  0.104
H18 -3.31 3.09 -1.28  0.112
H19 -2.02 1.20 -0.39  0.061
H20 -3.35 -0.15 3.87  0.112
H21 -4.67 -1.11 5.73  0.106
H22 -5.77 -3.31 5.46  0.105
H23 -5.54 -4.55 3.34  0.107
H24 -4.20 -3.61 1.49  0.074
C31 2.10 -3.06 1.64  -0.034
C32 2.53 -1.87 2.45  -0.520
C33 3.18 -2.15 3.78  -0.013
O4 2.34 -0.74 2.08  -0.019
H25 2.95 -3.72 1.45  0.087
H26 1.65 -2.74 0.70  0.048
H27 1.36 -3.64 2.21  0.092
H28 3.77 -3.06 3.77  0.079
H29 2.39 -2.28 4.53  0.091
H30 3.79 -1.30 4.08  0.083

Summary:
ΔE to the lowest compared entry with this formula, charge and spin: 0.0000 eV
Net charge: 0
Gap between HOMO and LUMO: 7.41 eV
Highest occupied orbital energy: -8.0 eV
Largest force on an atom: 0.79 eV/Å
LUMO: -0.544 eV